No. 1
{
  "formula": "C3H8N4",
  "method": "the ωB97M-V functional and the def2-TZVPD basis",
  "largest_force_ev_per_a": 1.94,
  "e_tot_ev": -9193.22599,
  "charge": 0,
  "homo_ev": [-6.566, -6.882],
  "species": ["N", "C", "N", "N", "C", "C", "N", "H", "H", "H", "H", "H", "H", "H", "H"],
  "xyz": [[-2.3180, -0.3204, 0.6476], [0.1010, -0.2335, 0.4520], [-2.6377, -0.4548, -0.6662], [0.4644, -1.1714, -0.4257], [-0.4099, 0.7205, 1.0341], [2.0921, 1.1583, 0.3971], [2.6025, 0.5124, -0.5584], [-2.1217, -1.2526, 1.0132], [-2.0386, -1.0490, -1.2433], [-2.9852, 0.4039, -1.0731], [0.6303, -2.0814, -0.0086], [1.3389, -0.8117, -0.8899], [3.4810, 0.8578, -0.9662], [-0.7156, 1.5996, 1.5453], [2.5165, 2.1221, 0.7420]],
  "lowdin_charge": [-0.0956, -0.3359, -0.0798, 0.0693, 0.0725, -0.0926, -0.0484, 0.0409, 0.0703, 0.0765, 0.1032, 0.0634, 0.0527, 0.0562, 0.0473]
}

***

No. 2
{
  "formula": "HO2PS",
  "method": "the ωB97M-V functional and the def2-TZVPD basis",
  "largest_force_ev_per_a": 1.51,
  "e_tot_ev": -24232.07602,
  "charge": 0,
  "homo_ev": [-9.013, -9.032],
  "species": ["O", "P", "H", "O", "S"],
  "xyz": [[0.3138, 0.1294, 0.9829], [-0.4404, -0.4376, 2.1021], [-1.2316, 0.6263, 2.8847], [1.1115, 0.4000, -3.1553], [0.2466, -0.7180, -2.8144]],
  "lowdin_charge": [-0.5968, 0.7321, -0.1334, -0.6956, 0.6938]
}

***

No. 3
{
  "formula": "C3H8NO2",
  "method": "the ωB97M-V functional and the def2-TZVPD basis",
  "largest_force_ev_per_a": 2.12,
  "e_tot_ev": -8804.65567,
  "spin_multiplicity": 2,
  "charge": 2,
  "homo_ev": [-20.771, -21.994],
  "species": ["O", "C", "O", "H", "H", "C", "C", "N", "H", "H", "H", "H", "H", "H"],
  "xyz": [[1.1228, -0.4896, -1.0038], [2.2668, -0.9520, -0.8825], [2.7954, -0.9661, 0.2889], [2.8944, -1.3812, -1.6741], [3.7327, -1.2546, 0.2743], [-1.6023, 0.4646, -0.1170], [-2.5823, 1.4214, 0.2597], [-0.6200, 0.0161, 0.7326], [-1.6855, -0.1138, -1.0223], [-3.2715, 1.7343, -0.5121], [-2.4225, 1.9301, 1.2081], [0.6323, -0.0517, -0.1521], [-0.4531, 0.5851, 1.5636], [-0.8071, -0.9424, 1.0365]],
  "lowdin_charge": [0.1847, -0.1497, 0.2300, 0.2052, 0.1902, -0.0060, 0.3295, 0.1282, 0.1571, 0.1257, 0.1259, 0.1258, 0.1659, 0.1875]
}

***

No. 4
{
  "formula": "C5H14S",
  "method": "the ωB97M-V functional and the def2-TZVPD basis",
  "largest_force_ev_per_a": 0.60,
  "e_tot_ev": -16247.18536,
  "charge": 0,
  "homo_ev": -8.990,
  "species": ["C", "C", "C", "H", "H", "H", "H", "H", "H", "H", "H", "C", "C", "S", "H", "H", "H", "H", "H", "H"],
  "xyz": [[-2.1194, -0.0084, 1.4763], [-2.7758, -0.1961, 0.1138], [-1.7509, -0.5742, -0.9575], [-1.3725, 0.7818, 1.4450], [-2.8736, 0.2566, 2.2145], [-1.6686, -0.9467, 1.7942], [-3.5125, -0.9950, 0.2116], [-3.3185, 0.6966, -0.1905], [-2.1982, -0.6293, -1.9489], [-1.3305, -1.5501, -0.7100], [-0.9605, 0.1807, -0.9728], [3.1013, 1.0252, -0.6280], [2.1073, 0.3041, 0.2566], [2.2398, -1.5230, 0.1669], [3.0461, 0.6560, -1.6528], [2.8687, 2.0907, -0.6555], [4.1319, 0.9229, -0.2981], [1.1014, 0.5490, -0.0669], [2.2398, 0.5533, 1.3025], [3.0447, -1.5940, -0.9004]],
  "lowdin_charge": [-0.1263, -0.3261, -0.1224, 0.0642, 0.0645, 0.0714, 0.0967, 0.0950, 0.0659, 0.0681, 0.0536, -0.1840, -0.6109, 0.6610, 0.0649, 0.0714, 0.0707, 0.0266, 0.0576, -0.1620]
}